Record 1
Molecular formula: C39H104O13
Method: DFT, ωB97M-V with the def2-TZVPD basis set

Properties
- LUMO level (eV) = -0.1
- calculated total energy (eV) = -68706.255
- highest occupied orbital energy (eV) = -7.318
- total charge = 0
- orbital gap (hartree) = 0.26599
- maximum force (eV Å⁻¹) = 17.26
- energy above the lowest of the compared OMol25 structures with the same formula, charge and spin (kJ/mol) = 4044.6

Last column: Löwdin charge in e.
Atoms and positions in Å:
C 0.216 -6.404 -7.258  -0.14
C 0.683 -6.625 -8.692  -0.23
C 2.072 -7.329 -8.659  -0.06
O -0.233 -7.463 -9.391  -0.14
H 1.040 -6.021 -6.657  -0.03
H 0.000 -7.404 -6.884  0.02
H -0.668 -5.766 -7.290  0.02
H 0.769 -5.657 -9.184  0.12
H 2.167 -8.259 -8.099  -0.02
H 2.949 -6.733 -8.405  0.07
H 2.255 -7.686 -9.672  0.10
H -1.066 -7.032 -9.187  -0.13
C -3.424 -2.445 -8.356  -0.01
C -2.475 -3.434 -9.032  -0.33
C -1.378 -3.963 -8.044  -0.07
O -3.241 -4.588 -9.484  -0.09
H -3.778 -2.957 -7.461  0.07
H -4.291 -2.211 -8.974  0.09
H -2.925 -1.531 -8.035  0.09
H -2.024 -2.959 -9.904  0.14
H -0.708 -3.143 -7.786  0.12
H -0.739 -4.782 -8.374  0.07
H -1.837 -4.358 -7.137  0.05
H -3.758 -4.244 -10.215  0.13
C -0.155 -7.237 -4.668  -0.04
C 1.008 -7.240 -3.553  -0.43
C 0.762 -6.030 -2.718  -0.05
O 0.815 -8.434 -2.866  -0.04
H -0.057 -8.088 -5.342  0.05
H -0.097 -6.383 -5.344  0.04
H -1.137 -7.226 -4.195  0.10
H 2.022 -7.284 -3.950  0.10
H 1.540 -6.033 -1.954  0.10
H -0.246 -5.945 -2.311  0.10
H 0.883 -5.131 -3.322  0.01
H -0.020 -8.329 -2.403  0.11
C -3.826 -7.328 -9.229  0.02
C -2.339 -7.147 -9.549  -0.43
C -2.132 -6.713 -10.995  -0.02
O -1.708 -6.159 -8.765  -0.17
H -4.283 -8.083 -9.869  0.11
H -4.393 -6.399 -9.282  0.08
H -3.838 -7.667 -8.193  0.06
H -1.866 -8.111 -9.361  0.10
H -2.568 -7.470 -11.647  0.07
H -1.065 -6.641 -11.206  0.10
H -2.548 -5.716 -11.134  0.09
H -2.222 -5.352 -8.836  0.02
C -0.096 -3.941 -5.328  0.01
C 1.446 -3.969 -5.499  -0.40
C 2.189 -3.623 -4.197  -0.01
O 1.627 -5.318 -5.815  -0.12
H -0.335 -4.490 -4.417  0.09
H -0.721 -4.200 -6.182  0.01
H -0.446 -2.932 -5.107  0.12
H 1.864 -3.348 -6.291  0.09
H 2.117 -2.558 -3.975  0.09
H 3.247 -3.816 -4.370  0.09
H 1.899 -4.199 -3.318  0.05
H 2.564 -5.523 -5.786  0.14
C -3.310 -9.605 -6.873  -0.03
C -2.198 -9.567 -7.989  -0.42
C -0.855 -9.066 -7.485  -0.04
O -1.956 -10.892 -8.421  -0.03
H -3.166 -10.354 -6.095  0.09
H -4.331 -9.731 -7.232  0.08
H -3.264 -8.704 -6.261  0.02
H -2.592 -8.938 -8.787  0.07
H -0.450 -9.842 -6.835  0.12
H -0.997 -8.098 -7.006  0.05
H -0.117 -8.850 -8.257  0.08
H -2.630 -11.170 -9.046  0.10
C 0.281 -10.216 -10.430  -0.04
C 0.227 -9.273 -11.620  -0.44
C -1.138 -8.869 -11.962  -0.09
O 0.845 -8.115 -11.139  -0.06
H 1.304 -10.264 -10.056  0.06
H -0.131 -11.200 -10.654  0.10
H -0.353 -9.844 -9.626  0.05
H 0.765 -9.724 -12.454  0.14
H -1.661 -9.629 -12.542  0.10
H -1.195 -7.960 -12.561  0.09
H -1.728 -8.718 -11.058  0.06
H 0.451 -7.848 -10.306  -0.13
C 4.063 -4.586 -12.167  -0.01
C 3.738 -4.742 -10.651  -0.46
C 4.351 -5.973 -10.039  -0.08
O 4.341 -3.694 -9.969  -0.06
H 3.634 -5.438 -12.696  0.08
H 5.137 -4.477 -12.318  0.08
H 3.685 -3.637 -12.546  0.06
H 2.672 -4.700 -10.430  0.09
H 4.126 -6.921 -10.528  0.08
H 4.000 -6.186 -9.029  0.05
H 5.427 -5.829 -9.944  0.14
H 3.725 -3.159 -9.464  -0.30
C 4.142 -9.030 -4.545  -0.02
C 2.686 -9.288 -4.756  -0.40
C 2.052 -8.328 -5.797  -0.05
O 2.655 -10.613 -5.221  -0.09
H 4.843 -8.990 -5.378  0.06
H 4.540 -9.758 -3.837  0.10
H 4.273 -8.040 -4.109  0.10
H 2.125 -9.256 -3.821  0.12
H 2.483 -8.415 -6.795  0.06
H 2.213 -7.298 -5.480  0.07
H 0.972 -8.436 -5.896  0.04
H 1.746 -10.847 -5.420  0.11
C 4.414 -8.416 -9.421  -0.08
C 5.782 -8.866 -8.912  -0.41
C 6.197 -8.170 -7.623  -0.03
O 5.785 -10.248 -8.605  -0.08
H 4.065 -9.053 -10.234  0.13
H 4.326 -7.390 -9.777  -0.08
H 3.690 -8.421 -8.607  0.05
H 6.524 -8.644 -9.679  0.13
H 6.179 -7.084 -7.706  0.07
H 7.197 -8.497 -7.337  0.08
H 5.513 -8.482 -6.834  0.04
H 5.029 -10.429 -8.043  -0.21
C -4.007 -6.744 -4.979  -0.05
C -2.975 -5.653 -5.156  -0.42
C -1.947 -5.917 -6.289  -0.17
O -3.651 -4.444 -5.392  -0.02
H -3.643 -7.770 -4.928  0.06
H -4.738 -6.804 -5.785  0.08
H -4.591 -6.522 -4.086  0.09
H -2.436 -5.624 -4.209  0.13
H -2.437 -5.965 -7.261  0.10
H -1.401 -6.860 -6.240  0.05
H -1.147 -5.178 -6.317  -0.02
H -4.023 -4.549 -6.271  0.07
C 3.134 -12.318 -7.240  0.00
C 3.359 -10.966 -7.914  -0.36
C 2.133 -10.086 -8.038  -0.07
O 4.352 -10.267 -7.209  -0.03
H 2.375 -12.799 -7.856  0.09
H 2.704 -12.221 -6.242  0.07
H 4.043 -12.916 -7.288  0.10
H 3.724 -11.148 -8.925  0.16
H 1.770 -9.982 -7.015  0.06
H 1.383 -10.522 -8.699  0.07
H 2.401 -9.108 -8.438  0.00
H 4.107 -10.265 -6.281  0.09
C 1.140 -3.201 -9.939  -0.04
C 2.051 -2.765 -8.896  -0.36
C 2.488 -3.979 -8.035  0.00
O 3.246 -2.310 -9.467  0.11
H 0.524 -2.346 -10.216  0.10
H 0.384 -3.905 -9.590  0.06
H 1.752 -3.577 -10.758  0.09
H 1.646 -1.883 -8.399  0.16
H 3.081 -3.626 -7.191  0.11
H 2.889 -4.888 -8.483  0.08
H 1.657 -4.333 -7.427  0.06
H 2.979 -1.846 -10.264  0.17

Record 2
Molecular formula: C39H105O36P9
Method: DFT, ωB97M-V with the def2-TZVPD basis set

Properties
- LUMO level (eV) = 0.1
- calculated total energy (eV) = -199474.280
- highest occupied orbital energy (eV) = -10.206
- total charge = 0
- orbital gap (hartree) = 0.37852
- maximum force (eV Å⁻¹) = 5.44
- structure (SMILES) = CCOP(=O)(OCC)OCC.CCOP(=O)(OCC)OCC.CCOP(=O)(OCC)OCC.CCOP(=O)(OCC)OCC.COP(=O)(OC)OC.COP(=O)(OC)OC.COP(=O)(OC)OC.COP(=O)(OC)OC.COP(=O)(OC)OC

Last column: Löwdin charge in e.
Atoms and positions in Å:
C -3.906 -2.303 0.325  -0.03
C -4.099 -2.081 -1.207  -0.28
O -3.299 -2.946 -1.938  -0.18
P -3.329 -2.872 -3.533  0.48
O -3.676 -1.531 -4.076  -0.23
O -1.970 -3.551 -4.023  -0.18
C -1.807 -3.857 -5.421  -0.27
C -0.509 -3.376 -5.984  -0.07
O -4.490 -3.958 -4.022  -0.19
C -4.515 -5.330 -3.657  -0.28
C -5.718 -5.608 -2.701  -0.06
H -2.884 -2.080 0.632  0.06
H -4.587 -1.854 1.048  0.05
H -3.904 -3.385 0.453  0.08
H -5.160 -2.098 -1.454  0.12
H -3.811 -1.041 -1.360  0.11
H -1.824 -4.930 -5.612  0.12
H -2.650 -3.511 -6.019  0.12
H 0.364 -3.520 -5.348  0.08
H -0.323 -3.861 -6.941  0.09
H -0.605 -2.304 -6.156  0.07
H -4.626 -5.972 -4.530  0.11
H -3.592 -5.751 -3.257  0.11
H -5.746 -4.812 -1.958  0.06
H -6.615 -5.422 -3.292  0.07
H -5.882 -6.572 -2.218  0.08
C -0.901 0.775 -4.293  -0.06
C -0.977 2.091 -4.996  -0.30
O -0.508 3.142 -4.183  -0.20
P -0.007 4.573 -4.813  0.55
O 0.195 5.664 -3.791  -0.24
O 1.256 4.072 -5.688  -0.19
C 2.467 3.768 -5.036  -0.30
C 3.478 4.893 -5.143  -0.06
O -1.237 4.871 -5.859  -0.18
C -1.904 6.131 -5.739  -0.28
C -2.906 6.261 -4.609  -0.06
H -1.213 -0.112 -4.845  0.07
H 0.149 0.631 -4.038  0.05
H -1.430 0.822 -3.342  0.08
H -0.320 2.046 -5.864  0.11
H -1.988 2.337 -5.321  0.12
H 2.381 3.417 -4.007  0.11
H 2.826 2.917 -5.615  0.11
H 4.341 4.640 -4.527  0.07
H 3.731 5.065 -6.190  0.08
H 3.062 5.851 -4.830  0.08
H -1.210 6.971 -5.788  0.12
H -2.449 6.245 -6.676  0.12
H -3.767 5.594 -4.656  0.08
H -2.463 6.191 -3.616  0.05
H -3.216 7.305 -4.669  0.08
C -4.197 -4.334 4.576  -0.05
C -2.725 -4.815 4.819  -0.24
O -1.950 -4.698 3.599  -0.21
P -0.820 -5.835 3.303  0.46
O -0.188 -6.403 4.551  -0.25
O -1.541 -6.889 2.372  -0.17
C -1.426 -8.280 2.581  -0.27
C -0.704 -9.087 1.464  -0.05
O 0.152 -5.119 2.290  -0.16
C -0.254 -4.831 1.008  -0.31
C 0.654 -5.632 0.092  -0.04
H -4.746 -4.931 3.848  0.07
H -4.798 -4.286 5.485  0.08
H -4.115 -3.324 4.175  0.03
H -2.264 -4.257 5.635  0.12
H -2.700 -5.843 5.180  0.10
H -1.111 -8.524 3.596  0.11
H -2.441 -8.662 2.686  0.11
H -0.656 -10.143 1.732  0.08
H -1.247 -8.973 0.526  0.07
H 0.292 -8.658 1.355  0.06
H -1.316 -4.997 0.828  0.12
H -0.196 -3.745 0.927  0.09
H 1.687 -5.354 0.300  0.08
H 0.566 -6.712 0.213  0.06
H 0.472 -5.335 -0.941  0.06
C 6.877 0.531 0.674  -0.08
C 5.587 0.516 1.452  -0.27
O 4.767 1.544 0.888  -0.23
P 4.847 3.051 1.526  0.54
O 6.261 3.535 1.749  -0.25
O 4.023 4.030 0.514  -0.22
C 4.296 4.113 -0.855  -0.27
C 4.798 5.580 -1.080  -0.03
O 3.838 2.873 2.784  -0.16
C 2.601 2.216 2.479  -0.30
C 1.612 2.354 3.560  -0.06
H 7.424 -0.400 0.819  0.08
H 6.670 0.650 -0.389  0.07
H 7.516 1.381 0.913  0.07
H 5.054 -0.429 1.346  0.11
H 5.746 0.605 2.527  0.12
H 5.073 3.407 -1.150  0.10
H 3.342 3.869 -1.320  0.10
H 4.617 5.887 -2.111  0.06
H 4.228 6.194 -0.382  0.06
H 5.843 5.739 -0.816  0.08
H 2.146 2.645 1.585  0.10
H 2.795 1.149 2.374  0.11
H 2.001 2.015 4.519  0.07
H 1.540 3.431 3.713  0.08
H 0.696 1.785 3.403  0.08
C 2.860 -0.313 -5.340  -0.08
O 3.000 -0.291 -3.885  -0.23
P 4.388 0.303 -3.285  0.54
O 4.567 1.770 -3.152  -0.23
O 4.494 -0.483 -1.820  -0.24
C 4.255 -1.877 -1.640  -0.10
O 5.491 -0.418 -4.305  -0.25
C 6.819 -0.001 -4.347  -0.13
H 2.477 -1.230 -5.787  0.09
H 3.686 -0.018 -5.988  0.09
H 2.079 0.421 -5.537  0.07
H 5.201 -2.418 -1.660  0.09
H 3.741 -2.278 -2.514  0.08
H 3.701 -2.089 -0.726  0.09
H 6.994 0.278 -5.386  0.09
H 7.471 -0.811 -4.019  0.09
H 7.095 0.916 -3.828  0.09
C 3.525 0.344 6.720  -0.09
O 2.128 0.365 6.378  -0.27
P 1.054 -0.715 7.008  0.51
O 1.180 -0.905 8.480  -0.24
O -0.389 -0.091 6.515  -0.23
C -1.008 1.012 7.209  -0.09
O 1.366 -2.002 6.061  -0.19
C 1.295 -1.797 4.669  -0.13
H 3.891 1.357 6.888  0.09
H 4.199 0.059 5.912  0.08
H 3.666 -0.387 7.516  0.09
H -1.533 1.686 6.532  0.08
H -0.533 1.548 8.030  0.09
H -1.827 0.589 7.790  0.08
H 2.198 -2.017 4.098  0.09
H 1.114 -0.766 4.366  0.06
H 0.591 -2.507 4.235  0.08
C -2.078 -1.223 3.670  -0.05
O -3.122 -0.592 2.799  -0.25
P -4.532 -0.170 3.485  0.48
O -5.472 -1.260 3.794  -0.23
O -3.980 0.651 4.820  -0.26
C -4.802 1.302 5.790  -0.10
O -5.149 0.988 2.510  -0.23
C -6.049 0.681 1.497  -0.12
H -2.034 -2.280 3.405  0.07
H -2.267 -1.295 4.741  0.08
H -1.096 -0.751 3.663  0.06
H -4.882 0.660 6.667  0.09
H -5.840 1.288 5.457  0.08
H -4.553 2.337 6.028  0.09
H -6.975 1.219 1.700  0.10
H -6.171 -0.399 1.415  0.07
H -5.617 1.114 0.595  0.09
C 1.163 6.112 0.662  -0.18
O 0.314 5.687 1.599  -0.21
P -1.289 5.905 1.402  0.47
O -1.712 7.291 1.115  -0.23
O -1.639 4.844 0.235  -0.22
C -1.380 5.220 -1.136  -0.12
O -1.943 5.345 2.777  -0.19
C -1.464 4.156 3.370  -0.12
H 0.927 6.987 0.057  0.10
H 1.203 5.265 -0.022  0.08
H 2.150 6.250 1.104  0.09
H -0.523 4.831 -1.686  0.05
H -1.263 6.295 -1.267  0.09
H -2.175 4.798 -1.752  0.08
H -0.944 3.504 2.668  0.06
H -2.327 3.595 3.728  0.09
H -0.758 4.274 4.193  0.09
C -1.657 1.078 0.654  -0.06
O -1.000 0.156 -0.243  -0.24
P 0.337 -0.670 0.231  0.50
O 0.212 -1.431 1.524  -0.24
O 0.846 -1.461 -1.050  -0.19
C -0.057 -2.019 -1.931  -0.12
O 1.332 0.597 0.271  -0.24
C 1.576 1.397 -0.883  -0.07
H -1.482 2.108 0.342  0.08
H -1.250 1.020 1.664  0.07
H -2.713 0.832 0.757  0.08
H -0.071 -3.108 -1.886  0.09
H 0.250 -1.625 -2.899  0.09
H -1.114 -1.760 -1.872  0.07
H 2.649 1.593 -0.868  0.07
H 1.040 2.344 -0.841  0.09
H 1.297 0.844 -1.781  0.08